1.
# C28H36F3N4P2SZn

A molecular structure, C28H36F3N4P2SZn (ωB97M-V with the def2-TZVPD basis set, the OMol25 dataset).

Summary:
Highest occupied orbital energy   -10.756 eV
Charge   +1
Frontier orbital gap   0.280 hartree
Energy above the lowest of the compared OMol25 structures with the same formula, charge and spin   53.0 kJ/mol

Geometry as XYZ:
```
75
Properties=species:S:1:pos:R:3:forces:R:3
Zn 1.256 1.476 -1.571 -0.4 0.1 -0.1
C 0.676 2.023 1.922 0.0 0.1 0.0
P -0.228 1.901 0.354 0.1 -0.3 0.0
C -0.976 0.207 0.514 0.1 0.0 0.0
N -1.505 -0.076 1.676 0.0 0.0 0.0
C -2.042 -1.306 1.861 0.0 0.1 0.2
C -2.631 -1.634 3.108 0.1 0.0 -0.1
C -3.175 -2.869 3.284 0.0 -0.1 -0.1
C -3.145 -3.833 2.240 0.0 0.1 0.1
C -2.580 -3.541 1.036 0.0 0.1 -0.1
C -2.023 -2.255 0.823 0.0 -0.1 -0.1
N -1.483 -1.950 -0.384 0.0 0.1 0.1
C -0.964 -0.759 -0.547 0.0 0.0 -0.1
P -0.281 -0.332 -2.213 -0.1 0.0 0.2
C -1.826 0.051 -3.103 0.0 -0.1 0.0
C 0.413 -1.828 -3.046 0.1 0.0 0.0
C -0.432 -3.099 -2.970 0.0 0.0 -0.1
C 0.559 -1.401 -4.518 0.0 0.0 0.0
C 1.803 -2.092 -2.458 0.0 -0.1 0.0
C -1.643 3.088 0.505 0.0 0.1 -0.1
C -2.703 2.705 -0.527 0.0 0.0 0.0
C -1.079 4.471 0.157 0.0 0.0 0.0
C -2.245 3.124 1.911 -0.1 0.0 0.0
H 0.078 1.587 2.721 0.0 0.0 0.0
H 0.884 3.071 2.144 0.0 0.0 0.0
H 1.620 1.493 1.822 0.0 0.0 0.0
H -2.632 -0.889 3.892 0.0 0.0 0.0
H -3.636 -3.127 4.228 0.0 0.0 0.0
H -3.577 -4.810 2.411 0.0 0.0 0.0
H -2.545 -4.259 0.228 0.0 0.0 0.0
H -2.461 -0.835 -3.150 0.0 0.0 0.0
H -1.608 0.405 -4.109 0.0 0.0 0.0
H -2.357 0.835 -2.568 0.0 0.0 0.0
H -1.491 -2.921 -3.163 0.0 0.0 0.0
H -0.349 -3.583 -2.001 0.0 0.0 0.0
H -0.060 -3.787 -3.735 0.0 0.0 0.0
H -0.400 -1.389 -5.035 0.0 0.0 0.0
H 1.204 -2.122 -5.024 0.0 0.0 0.0
H 1.024 -0.416 -4.627 0.0 0.0 0.0
H 1.767 -2.246 -1.379 0.0 0.0 0.0
H 2.495 -1.272 -2.648 0.0 0.0 0.0
H 2.210 -2.997 -2.915 0.0 0.0 0.0
H -2.286 2.701 -1.538 0.0 0.0 0.0
H -3.513 3.438 -0.505 0.0 0.0 0.0
H -3.139 1.725 -0.322 0.0 0.0 0.0
H -0.687 4.493 -0.862 0.0 0.0 0.0
H -0.280 4.771 0.838 0.0 0.0 0.0
H -1.874 5.218 0.236 0.0 0.0 0.0
H -2.514 2.131 2.270 0.0 0.0 0.0
H -3.150 3.736 1.886 0.0 0.0 0.0
H -1.560 3.576 2.629 0.0 0.0 0.0
N -0.502 5.061 -3.687 0.0 -0.1 -0.1
C 0.553 4.423 -3.183 0.2 0.0 0.1
N 1.402 5.113 -2.424 0.1 -0.1 0.0
S 0.787 2.766 -3.530 -0.1 0.1 0.0
H -0.587 6.065 -3.653 0.0 0.0 0.0
H -1.124 4.551 -4.291 0.0 0.0 0.0
H 1.311 6.106 -2.278 0.0 0.0 0.0
H 2.254 4.667 -2.126 0.0 0.0 0.0
F 3.248 -5.024 4.469 0.0 0.0 0.0
C 3.393 -3.732 4.812 0.0 0.0 -0.1
F 4.562 -3.613 5.455 0.0 0.0 0.0
F 2.416 -3.457 5.698 0.0 0.0 0.0
C 3.307 -2.830 3.610 0.0 0.0 0.0
C 2.185 -2.915 2.793 0.0 0.0 0.0
C 2.064 -2.068 1.709 0.0 0.0 0.0
C 3.061 -1.126 1.428 -0.1 0.1 -0.1
C 4.188 -1.065 2.244 0.0 0.0 0.0
C 4.308 -1.915 3.334 0.0 0.0 0.0
C 2.870 -0.206 0.338 0.1 -0.1 0.1
C 2.637 0.590 -0.552 0.0 0.0 0.1
H 1.414 -3.644 3.007 0.0 0.0 0.0
H 1.193 -2.127 1.065 0.0 0.0 0.0
H 4.969 -0.351 2.020 0.0 0.0 0.0
H 5.183 -1.865 3.966 0.0 0.0 0.0
```
Forces are in eV/Å.

These are the Löwdin partial charges, in e, on atoms 1 to 6:
1. Zn 0.20
2. C -0.22
3. P 1.00
4. C -0.38
5. N 0.14
6. C -0.20

2.
# C4H11N3

A gas-phase ion, C4H11N3 (charge +1) at a distorted geometry (ωB97M-V with the def2-TZVPD basis set, the OMol25 dataset).

Summary:
Highest occupied orbital energy (alpha / beta)   -12.658 / -12.638 eV
Charge   +1
Frontier orbital gap (alpha / beta)   0.302 / 0.164 hartree
Multiplicity   2
Energy above the lowest of the compared OMol25 structures with the same formula, charge and spin   215.7 kJ/mol

Geometry as XYZ:
```
18
Properties=species:S:1:pos:R:3:forces:R:3
C -1.556 -0.870 0.633 0.5 -0.2 2.3
C -0.713 -1.094 -0.608 -1.3 0.1 -0.3
C -0.036 0.227 -1.186 0.9 -0.3 -0.1
N 2.923 1.185 0.564 -1.5 -0.7 -0.2
C 1.996 0.411 0.007 -0.1 1.1 0.0
N 0.756 0.846 -0.174 0.1 -0.2 0.2
N -2.451 0.296 0.588 0.5 -0.8 -0.4
H -2.135 -1.748 0.955 -0.2 -0.2 -1.2
H -0.929 -0.872 1.552 0.4 0.7 -0.5
H -1.468 -1.349 -1.364 0.5 0.0 -0.4
H -0.003 -1.926 -0.546 -0.1 0.3 0.2
H 0.671 -0.018 -1.987 -0.8 -0.2 -0.4
H -0.830 0.901 -1.502 0.1 0.0 0.0
H 3.541 0.779 1.255 0.7 0.1 -0.5
H 2.616 2.143 0.679 0.3 0.1 0.5
H 2.227 -0.576 -0.381 0.3 -0.4 0.6
H -2.545 0.657 1.526 -0.2 0.3 -0.1
H -2.064 1.008 -0.010 -0.1 0.4 0.2
```
Forces are in eV/Å.

These are the natural (NBO) partial charges, in e, on atoms 1 to 6:
1. C -0.25
2. C -0.38
3. C -0.29
4. N -0.64
5. C 0.32
6. N -0.15

3.
# CH7N2S

2 unconnected molecules or ions with the total composition CH7N2S at a distorted geometry (ωB97M-V with the def2-TZVPD basis set, the OMol25 dataset).

Summary:
Highest occupied orbital energy   -2.884 eV
Charge   -1
Frontier orbital gap   0.265 hartree
Energy above the lowest of the compared OMol25 structures with the same formula, charge and spin   13.0 kJ/mol

Geometry as XYZ:
```
11
Properties=species:S:1:pos:R:3:forces:R:3
S 2.422 -0.412 0.957 0.0 0.1 0.0
H 2.721 -1.440 1.763 0.0 -0.1 0.0
N -0.096 -0.114 -1.286 -0.8 -0.6 -0.1
C -0.827 0.703 -0.343 0.2 -0.2 0.1
N -1.272 -0.084 0.808 0.1 0.1 0.1
H 0.774 -0.469 -0.905 0.3 0.2 0.0
H -0.048 0.263 -2.214 0.3 0.2 -0.1
H -1.708 1.118 -0.834 0.0 0.1 -0.2
H -0.204 1.518 0.031 -0.1 0.3 0.2
H -0.541 -0.028 1.510 0.1 0.0 0.0
H -1.221 -1.054 0.515 -0.2 -0.1 -0.1
```
Forces are in eV/Å.

These are the natural (NBO) partial charges, in e, on atoms 1 to 6:
1. S -1.07
2. H 0.09
3. N -0.91
4. C -0.04
5. N -0.86
6. H 0.42

4.
# C2H4NO

A gas-phase ion, C2H4NO (charge -1) at a distorted geometry (ωB97M-V with the def2-TZVPD basis set, the OMol25 dataset).

Summary:
Highest occupied orbital energy   -1.265 eV
Charge   -1
Frontier orbital gap   0.226 hartree
SMILES   C=C(N)[O-]
Energy above the lowest of the compared OMol25 structures with the same formula, charge and spin   0.0 kJ/mol

Geometry as XYZ:
```
8
Properties=species:S:1:pos:R:3:forces:R:3
C -0.506 0.001 1.150 0.6 0.5 -2.0
C -0.184 0.378 -0.225 -1.2 -1.5 4.6
N 0.774 -0.244 -0.943 2.2 -0.9 -1.2
O -0.768 1.241 -0.821 -2.3 3.6 -2.3
H -1.179 0.664 1.688 0.1 -0.2 -0.1
H -0.005 -0.798 1.660 0.3 -0.3 0.3
H 0.732 -0.172 -1.952 -0.2 0.0 0.4
H 1.136 -1.071 -0.558 0.5 -1.2 0.2
```
Forces are in eV/Å.

These are the natural (NBO) partial charges, in e, on atoms 1 to 6:
1. C -0.96
2. C 0.57
3. N -0.87
4. O -0.78
5. H 0.18
6. H 0.15

5.
# C11H17B2N7Pd

A molecular structure, C11H17B2N7Pd at a distorted geometry (ωB97M-V with the def2-TZVPD basis set, the OMol25 dataset).

Summary:
Highest occupied orbital energy (alpha / beta)   -14.837 / -14.664 eV
Charge   +2
Frontier orbital gap (alpha / beta)   0.257 / 0.104 hartree
Multiplicity   3

Geometry as XYZ:
```
38
Properties=species:S:1:pos:R:3:forces:R:3
C -0.912 -1.459 2.217 -0.7 0.3 -0.9
N -1.072 -0.756 1.079 0.7 -0.7 0.9
N -2.340 -0.959 0.587 -1.1 -1.0 1.2
C -2.989 -1.767 1.444 -0.4 1.7 -2.8
C -2.126 -2.106 2.478 1.9 -0.2 1.5
B -2.767 -0.437 -0.825 0.1 1.1 -0.2
N -2.442 1.085 -0.918 0.9 -0.2 1.0
N -1.198 1.585 -0.557 0.4 0.7 -0.3
C -1.175 2.900 -0.855 -1.3 -1.0 0.1
C -2.443 3.272 -1.325 0.2 -0.3 0.1
C -3.209 2.112 -1.335 0.6 0.3 0.0
Pd 0.340 0.503 0.316 -4.0 -5.1 -0.4
N -1.837 -1.181 -1.837 -1.4 -2.0 -2.2
N -0.489 -1.039 -1.663 1.8 -0.7 -1.1
C 0.127 -1.791 -2.559 0.3 0.8 1.0
C -0.826 -2.452 -3.361 1.2 -0.4 -0.5
C -2.074 -2.038 -2.866 -1.3 2.3 2.7
H 1.213 -1.837 -2.592 -0.3 0.0 0.0
H -3.083 -2.278 -3.151 -0.1 -0.1 -0.2
H -0.629 -3.127 -4.169 -0.1 -0.2 -0.2
H -3.919 -0.652 -1.035 0.1 -0.1 0.0
H -4.246 1.946 -1.595 0.2 0.1 -0.1
H -4.014 -2.028 1.252 -0.2 -0.2 0.1
H -2.746 4.261 -1.605 -0.1 0.1 -0.1
H -2.323 -2.733 3.317 -0.2 -0.3 0.4
H -0.285 3.497 -0.721 -0.2 0.0 0.1
H 0.036 -1.469 2.737 -0.1 0.0 0.0
H 1.670 1.195 -0.952 0.4 0.5 0.1
C 1.781 1.799 -0.008 1.9 1.5 -1.5
H 1.584 2.818 -0.307 0.4 0.2 0.1
H 1.107 1.686 0.953 1.2 1.8 0.9
H 2.772 1.568 0.354 0.2 0.3 0.1
B 3.994 -1.878 1.898 0.3 -0.2 -0.1
C 2.720 -1.340 1.208 0.0 0.3 0.2
N 1.752 -0.896 0.723 -0.5 0.8 0.2
H 3.686 -2.157 3.047 -0.1 0.0 -0.2
H 4.816 -0.975 1.859 -0.3 -0.1 -0.1
H 4.351 -2.853 1.263 -0.1 0.1 0.1
```
Forces are in eV/Å.

These are the natural (NBO) partial charges, in e, on atoms 1 to 6:
1. C -0.02
2. N -0.15
3. N -0.31
4. C 0.19
5. C -0.08
6. B 0.53

6.
# C11H23HoINO2P2

A molecular structure, C11H23HoINO2P2 at a distorted geometry (ωB97M-V with the def2-TZVPD basis set, the OMol25 dataset).

Summary:
Highest occupied orbital energy (alpha / beta)   -14.373 / -14.039 eV
Charge   +2
Frontier orbital gap (alpha / beta)   0.281 / 0.219 hartree
Multiplicity   5

Geometry as XYZ:
```
41
Properties=species:S:1:pos:R:3:forces:R:3
Ho 0.874 -0.806 0.121 0.9 -0.4 -1.9
P -0.830 -2.893 0.420 -1.9 -0.6 -0.1
C -1.713 -2.029 -0.929 1.3 -0.3 -1.2
C -1.895 -0.629 -0.980 0.2 2.0 0.5
N -1.095 0.257 -0.222 -1.2 -0.7 0.6
C -1.450 1.525 0.055 0.5 -1.5 -0.5
C -2.612 2.023 -0.484 -0.8 -0.3 -0.8
C -3.346 1.254 -1.397 0.5 0.2 0.0
C -2.940 -0.038 -1.708 -0.1 -0.2 0.3
C -0.571 2.378 0.928 -1.1 0.5 0.0
P 1.166 1.896 1.145 0.5 1.3 0.3
H -3.449 -0.679 -2.407 -0.4 0.1 -0.2
H -2.878 3.029 -0.256 -0.4 0.5 0.1
H -4.208 1.686 -1.888 0.0 0.0 0.0
H -0.604 3.384 0.479 0.0 -0.1 0.5
H -1.047 2.422 1.931 0.2 0.1 -0.5
H 1.215 -1.803 -2.864 -0.1 -0.2 0.0
H -1.990 -2.629 -1.831 -0.2 0.6 0.9
H 5.898 1.289 -1.978 0.3 -0.2 -0.3
O 1.540 -1.239 -2.152 0.5 1.0 -0.8
H 1.996 -0.516 -2.646 -0.3 -0.6 0.4
H 1.785 -0.641 1.760 2.4 -0.3 2.4
O 5.122 1.347 -1.424 -0.8 0.2 0.5
H 4.631 0.526 -1.516 0.5 -0.1 -0.2
C 1.989 3.164 0.083 0.2 -0.4 -0.3
H 1.857 4.171 0.520 0.0 -0.5 -0.2
H 3.058 2.918 -0.009 -0.3 0.2 0.0
H 1.541 3.132 -0.921 0.2 0.1 0.2
C 1.501 2.640 2.795 0.2 -0.4 0.3
H 2.391 2.157 3.222 -0.2 0.3 0.0
H 1.685 3.725 2.715 -0.1 -0.5 0.0
H 0.645 2.469 3.466 0.4 0.0 -0.1
C -2.431 -3.257 1.335 0.7 -0.1 0.0
H -2.983 -3.981 0.696 0.2 0.5 0.6
H -2.179 -3.676 2.329 -0.4 0.2 -0.5
H -2.980 -2.292 1.415 0.3 -0.8 0.1
C -0.322 -4.464 -0.382 -0.1 0.1 0.3
H 0.183 -5.064 0.385 -0.1 0.0 -0.3
H -1.198 -5.006 -0.757 0.2 0.1 0.0
H 0.383 -4.274 -1.203 -0.2 -0.1 0.2
I 3.258 -1.477 2.153 -1.2 0.5 -0.3
```
Forces are in eV/Å.

These are the natural (NBO) partial charges, in e, on atoms 1 to 6:
1. Ho 1.22
2. P 0.71
3. C -0.44
4. C 0.11
5. N -0.63
6. C 0.28